{"formula": "C15H15CuO4SSe4", "method": "ωB97M-V with the def2-TZVPD basis set", "symbols": ["Cu", "Se", "Se", "Se", "Se", "C", "C", "C", "C", "C", "C", "C", "S", "C", "O", "H", "H", "H", "H", "H", "H", "H", "H", "H", "H", "O", "C", "C", "C", "C", "C", "C", "C", "O", "O", "H", "H", "H", "H", "H"], "coordinates": [[0.168, 0.725, 0.244], [1.657, -1.522, -0.013], [2.731, -0.783, 1.913], [1.012, -0.532, 3.474], [-0.107, 1.391, 2.838], [-2.191, -5.172, 1.108], [-2.049, -3.769, 0.596], [-2.159, -3.471, -0.753], [-2.095, -2.159, -1.186], [-1.938, -1.136, -0.272], [-1.776, -1.425, 1.073], [-1.834, -2.735, 1.501], [-1.786, 0.553, -0.910], [-3.116, 1.224, 0.166], [-2.412, 0.470, -2.248], [-2.340, -5.869, 0.287], [-3.044, -5.240, 1.786], [-1.300, -5.458, 1.664], [-2.278, -4.271, -1.473], [-2.174, -1.892, -2.230], [-1.597, -0.639, 1.792], [-1.694, -2.959, 2.550], [-4.028, 0.662, -0.018], [-3.238, 2.265, -0.107], [-2.796, 1.152, 1.198], [1.339, 1.106, -1.839], [2.312, 1.918, -1.338], [3.649, 1.546, -1.380], [4.623, 2.379, -0.863], [4.273, 3.599, -0.312], [2.938, 3.967, -0.268], [1.949, 3.146, -0.778], [0.479, 3.556, -0.657], [0.166, 4.684, -1.037], [-0.292, 2.688, -0.162], [1.706, 0.212, -1.955], [3.914, 0.577, -1.777], [5.658, 2.062, -0.895], [5.034, 4.249, 0.101], [2.635, 4.902, 0.179]], "atomic_forces_ev_per_a": [[0.89, -0.33, 0.86], [-0.38, 0.22, -0.10], [0.26, 0.05, 0.21], [0.13, -0.34, 0.29], [-0.02, -0.05, -0.48], [0.05, 0.06, -0.01], [-0.11, -0.03, 0.07], [0.05, -0.13, 0.15], [-0.05, 0.40, -0.18], [0.00, -0.06, -0.09], [-0.15, -0.02, 0.26], [-0.09, -0.04, -0.18], [-1.78, -1.05, 0.96], [0.54, 0.05, -0.28], [-0.01, 0.22, -1.04], [0.00, -0.14, -0.03], [-0.01, -0.09, 0.00], [0.08, -0.14, 0.06], [-0.06, -0.08, -0.05], [-0.05, -0.05, -0.14], [0.10, 0.14, 0.09], [0.00, 0.02, 0.09], [0.01, -0.15, -0.13], [0.09, 0.16, -0.06], [0.11, 0.02, 0.19], [0.24, 0.28, -0.58], [0.19, 0.21, 0.04], [0.01, -0.17, -0.03], [0.12, -0.02, -0.10], [0.11, 0.14, 0.15], [0.07, -0.02, -0.12], [-0.51, -0.20, 0.02], [0.13, -0.18, -0.04], [0.04, 0.61, -0.13], [0.06, 0.61, -0.04], [-0.08, 0.04, 0.36], [0.01, -0.10, -0.06], [0.04, 0.01, 0.04], [0.03, 0.03, 0.04], [-0.04, 0.13, -0.01]], "nbo_charge": [0.75, -0.75, -0.12, -0.15, -0.69, -0.64, 0.06, -0.26, -0.21, -0.26, -0.21, -0.23, 1.29, -0.80, -1.01, 0.20, 0.20, 0.21, 0.19, 0.23, 0.26, 0.21, 0.21, 0.24, 0.25, -0.72, 0.39, -0.31, -0.21, -0.27, -0.16, -0.20, 0.78, -0.73, -0.84, 0.50, 0.21, 0.19, 0.19, 0.21], "e_tot_ev": -340851.615, "total_charge": -2, "spin_multiplicity": 1, "relative_energy_kj_mol": 102.8, "homo_lumo_gap_ev": 5.5, "max_force_ev_per_a": 2.28, "e_lumo_ev": 4.6}

{"formula": "C15H15F5N2O4S", "method": "ωB97M-V with the def2-TZVPD basis set", "symbols": ["N", "N", "C", "O", "O", "S", "O", "O", "C", "F", "F", "C", "F", "F", "F", "H", "H", "H", "C", "C", "C", "C", "C", "C", "H", "H", "H", "H", "H", "H", "C", "C", "C", "C", "C", "C", "H", "H", "H", "H", "H", "H"], "coordinates": [[-0.764, -2.630, -2.073], [-0.546, -1.658, -1.062], [-1.205, -0.439, -1.226], [-1.188, 0.444, -0.424], [-1.882, -0.357, -2.457], [-3.140, 0.595, -2.706], [-2.924, 1.884, -2.162], [-3.490, 0.366, -4.058], [-4.525, -0.169, -1.671], [-4.801, 0.675, -0.692], [-5.568, -0.254, -2.483], [-4.288, -1.573, -1.076], [-5.416, -2.026, -0.538], [-3.893, -2.417, -2.030], [-3.353, -1.523, -0.128], [0.086, -2.830, -2.581], [-1.124, -3.464, -1.630], [0.443, -1.438, -0.975], [0.330, 1.475, 5.031], [0.279, 0.662, 3.907], [-0.298, 1.131, 2.734], [-0.826, 2.414, 2.686], [-0.778, 3.226, 3.811], [-0.200, 2.758, 4.983], [0.782, 1.110, 5.945], [0.689, -0.340, 3.946], [-0.343, 0.503, 1.855], [-1.274, 2.775, 1.769], [-1.193, 4.226, 3.774], [-0.163, 3.392, 5.860], [3.582, -1.516, -0.599], [3.123, -0.205, -0.575], [3.752, 0.768, -1.341], [4.844, 0.428, -2.126], [5.306, -0.881, -2.147], [4.675, -1.854, -1.385], [3.091, -2.275, 0.000], [2.276, 0.062, 0.047], [3.390, 1.787, -1.323], [5.336, 1.185, -2.723], [6.161, -1.143, -2.757], [5.038, -2.874, -1.400]], "atomic_forces_ev_per_a": [[-0.30, -0.03, 0.07], [0.34, 0.44, -1.05], [0.06, 0.51, 0.34], [0.10, -0.34, -0.43], [-0.19, -0.41, 0.40], [-0.08, 0.13, 0.13], [0.03, 0.04, -0.08], [0.08, -0.04, -0.04], [0.42, -0.19, -0.16], [-0.06, 0.29, 0.51], [-0.49, -0.01, -0.41], [0.10, -0.11, -0.11], [0.04, 0.05, -0.01], [-0.09, 0.01, 0.06], [-0.02, -0.06, 0.06], [0.01, -0.01, 0.02], [0.20, -0.07, 0.00], [-0.02, -0.18, 0.67], [0.00, 0.00, 0.00], [0.00, 0.02, 0.00], [0.03, -0.03, 0.04], [-0.01, 0.01, -0.02], [0.00, 0.00, 0.00], [0.00, 0.00, 0.00], [-0.01, 0.00, 0.00], [0.00, 0.00, 0.00], [-0.02, 0.00, 0.00], [0.00, -0.01, 0.00], [0.00, 0.00, 0.00], [0.00, 0.00, 0.00], [-0.03, -0.01, -0.02], [-0.14, -0.02, 0.03], [0.00, -0.01, -0.03], [-0.01, 0.00, 0.00], [0.00, 0.00, 0.00], [-0.01, -0.01, -0.01], [0.02, 0.01, 0.03], [0.03, 0.03, 0.03], [0.00, 0.00, 0.01], [0.00, 0.00, 0.01], [0.00, 0.00, 0.00], [0.00, 0.00, 0.00]], "nbo_charge": [-0.65, -0.49, 0.88, -0.55, -0.72, 2.31, -0.86, -0.87, 0.37, -0.28, -0.29, 0.92, -0.29, -0.30, -0.30, 0.36, 0.36, 0.39, -0.22, -0.23, -0.17, -0.22, -0.22, -0.22, 0.21, 0.21, 0.21, 0.22, 0.21, 0.21, -0.22, -0.23, -0.21, -0.21, -0.21, -0.22, 0.21, 0.22, 0.22, 0.22, 0.22, 0.21], "e_tot_ev": -51389.491, "spin_multiplicity": 1, "homo_lumo_gap_ev": 9.6, "smiles": "NNC(=O)OS(=O)(=O)C(F)(F)C(F)(F)F.c1ccccc1.c1ccccc1", "max_force_ev_per_a": 1.19, "e_lumo_ev": 0.4}